The following is a DFT calculation (ωB97M-V/def2-TZVPD) of a 5-piece molecular cluster, C6H22NO5 overall.

Structure (XYZ):
```
34
Properties=species:S:1:pos:R:3
O 1.84 -0.12 2.60
O 0.64 -3.60 0.78
O 1.19 -2.35 2.95
O 2.29 0.21 0.04
O -2.99 2.41 1.16
N -1.28 1.41 -0.97
C -0.67 2.56 -1.76
C -0.63 -1.58 0.26
C -1.51 -1.19 -0.97
C 0.52 -2.56 -0.14
C -0.98 0.08 -1.62
C 0.82 2.71 -1.48
H -1.03 2.32 -2.80
H -1.72 0.16 -2.53
H -1.19 -2.29 0.91
H -0.17 -0.67 0.75
H -2.58 2.27 2.00
H -2.47 2.32 0.38
H 1.24 -3.27 1.58
H 0.11 0.05 -1.66
H 2.28 0.00 3.47
H 1.15 3.65 -0.94
H 1.58 -1.16 2.55
H -0.77 1.28 -0.11
H -1.52 -2.03 -1.73
H 0.17 -3.17 -1.04
H 2.01 0.27 0.98
H 1.38 2.74 -2.39
H 1.46 -2.05 -0.37
H 0.24 -2.39 2.88
H 1.13 1.93 -0.79
H 3.20 -0.04 0.11
H -1.20 3.50 -1.51
H -2.54 -1.42 -0.59
```

Values from the calculation:
HOMO-LUMO gap = 0.2978 hartree
Lowest unoccupied orbital energy = 3.374 eV
Charge = -1

natural (NBO) charges in e:
1 O -1.10
2 O -0.80
3 O -1.16
4 O -1.01
5 O -0.99
6 N -0.66
7 C -0.23
8 C -0.45
9 C -0.43
10 C -0.05
11 C -0.24
12 C -0.66
13 H 0.19
14 H 0.19
15 H 0.22
16 H 0.21
17 H 0.47
18 H 0.50
19 H 0.51
20 H 0.22
21 H 0.46
22 H 0.20
23 H 0.49
24 H 0.35
25 H 0.20
26 H 0.13
27 H 0.52
28 H 0.20
29 H 0.18
30 H 0.43
31 H 0.26
32 H 0.46
33 H 0.19
34 H 0.22

---

The following is a DFT calculation (ωB97M-V/def2-TZVPD) of C20H10Br4N2O5W as an isolated structure.

Structure (XYZ):
```
42
Properties=species:S:1:pos:R:3
W 0.77 0.19 -0.13
Br 0.87 2.29 4.41
Br 2.58 6.74 1.22
Br 1.92 5.47 4.20
Br 2.17 4.82 -1.50
O 0.69 1.06 1.60
O -1.21 0.39 -0.36
O -3.52 1.69 -0.11
O 1.13 2.04 -0.65
O 2.55 -0.31 -0.47
N -1.22 -1.75 -1.06
N 0.14 -1.51 -0.90
C 1.84 4.19 0.23
C -5.45 0.57 -0.77
C 1.42 2.88 0.37
C 1.28 3.10 2.77
C 3.96 -4.15 -0.11
C 1.99 4.96 1.38
C 3.05 -1.59 -0.44
C 1.14 2.34 1.62
C 4.38 -1.85 -0.72
C -3.34 -0.59 -0.95
C 2.16 -2.57 -0.03
C 0.76 -2.15 0.15
C -5.39 -1.69 -1.62
C -1.88 -0.68 -0.80
C -6.10 -0.54 -1.27
C 1.71 4.42 2.64
C -4.06 0.56 -0.61
C -4.02 -1.70 -1.46
C 4.83 -3.16 -0.55
C 2.63 -3.87 0.15
H -5.99 1.46 -0.49
H -3.44 -2.58 -1.73
H 4.33 -5.16 0.02
H 5.86 -3.39 -0.75
H 1.95 -4.64 0.47
H 0.11 -2.76 0.77
H -7.18 -0.51 -1.39
H -2.56 1.58 -0.06
H -5.90 -2.55 -2.01
H 5.03 -1.05 -1.04
```

Values from the calculation:
HOMO-LUMO gap (spin up / spin down) = 0.2548 / 0.2548 hartree
Lowest unoccupied orbital energy (spin up / spin down) = -1.649 / -1.648 eV
Charge = 0

natural (NBO) charges in e:
1 W 2.08
2 Br 0.13
3 Br 0.12
4 Br 0.12
5 Br 0.12
6 O -0.66
7 O -0.73
8 O -0.66
9 O -0.65
10 O -0.65
11 N -0.33
12 N -0.36
13 C -0.14
14 C -0.27
15 C 0.20
16 C -0.17
17 C -0.22
18 C -0.15
19 C 0.37
20 C 0.27
21 C -0.27
22 C -0.19
23 C -0.14
24 C -0.16
25 C -0.26
26 C 0.53
27 C -0.16
28 C -0.15
29 C 0.35
30 C -0.14
31 C -0.19
32 C -0.17
33 H 0.23
34 H 0.23
35 H 0.22
36 H 0.22
37 H 0.22
38 H 0.23
39 H 0.22
40 H 0.51
41 H 0.22
42 H 0.23

---

The following is a DFT calculation (ωB97M-V/def2-TZVPD) of an isolated ion of composition C25H32ClN6O2 and charge +1.

Structure (XYZ):
```
66
Properties=species:S:1:pos:R:3
Cl 0.23 0.84 -6.99
O 1.21 0.42 3.29
O 2.45 1.07 0.85
N -1.54 0.10 -0.53
N 0.03 -3.14 -1.40
N -1.86 -3.85 -0.80
N -1.93 -2.52 -0.73
N -2.94 1.98 1.18
N -0.73 -4.22 -1.19
C -0.27 -0.24 -2.66
C 0.78 0.08 4.60
C -1.06 -0.32 -4.94
C -0.42 -0.63 -1.21
C 1.54 -0.59 2.43
C 1.24 -1.93 2.64
C 1.40 -3.23 -1.82
C -0.14 4.00 1.18
C 0.98 0.85 -4.40
C -1.66 1.53 -0.91
C -1.21 -0.66 -3.60
C -2.92 2.12 -0.25
C -0.80 3.10 1.88
C 3.11 1.91 1.78
C 2.45 -1.20 0.28
C -1.45 0.00 0.95
C 2.10 -2.53 0.47
C 2.17 -0.22 1.22
C 0.04 0.43 -5.34
C -0.74 -2.08 -1.10
C -2.71 0.62 1.58
C 2.31 -3.54 -0.62
C -2.30 3.03 1.96
C 1.50 -2.88 1.67
C 0.82 0.51 -3.07
H -1.78 -0.65 -5.67
H 1.55 0.84 -2.35
H 0.78 -2.23 3.57
H 1.51 -0.56 5.10
H 1.83 1.43 -4.72
H -0.56 0.53 1.26
H 0.50 -0.39 -0.67
H -3.00 3.17 -0.51
H 0.94 4.03 1.14
H -2.41 -0.39 -0.80
H -2.63 0.57 2.66
H 2.96 -0.89 -0.63
H 1.47 -4.04 -2.56
H 3.98 1.40 2.21
H -1.38 -1.05 1.23
H -3.58 0.02 1.28
H -0.25 2.36 2.45
H -2.72 3.98 1.62
H -2.60 2.88 3.00
H 3.45 2.77 1.21
H 2.45 2.23 2.59
H -0.19 -0.41 4.58
H 0.70 1.03 5.13
H -2.06 -1.25 -3.30
H 1.23 -3.91 1.86
H 3.34 -3.52 -0.97
H 1.67 -2.29 -2.30
H -1.72 1.62 -1.99
H -0.66 4.77 0.62
H 2.08 -4.54 -0.25
H -3.80 1.61 -0.65
H -0.77 2.05 -0.55
```

Values from the calculation:
HOMO-LUMO gap = 0.3361 hartree
Lowest unoccupied orbital energy = -2.268 eV
SMILES = C=CCN1CC[NH+]([C@H](c2ccc(Cl)cc2)c2nnnn2CCc2ccc(OC)c(OC)c2)CC1
Charge = +1

natural (NBO) charges in e:
1 Cl 0.06
2 O -0.52
3 O -0.54
4 N -0.37
5 N -0.18
6 N -0.03
7 N -0.36
8 N -0.43
9 N -0.03
10 C -0.01
11 C -0.26
12 C -0.22
13 C -0.13
14 C 0.22
15 C -0.28
16 C -0.21
17 C -0.38
18 C -0.22
19 C -0.26
20 C -0.22
21 C -0.23
22 C -0.22
23 C -0.25
24 C -0.29
25 C -0.26
26 C -0.03
27 C 0.31
28 C -0.01
29 C 0.33
30 C -0.23
31 C -0.43
32 C -0.26
33 C -0.20
34 C -0.21
35 H 0.25
36 H 0.23
37 H 0.23
38 H 0.19
39 H 0.24
40 H 0.24
41 H 0.28
42 H 0.24
43 H 0.21
44 H 0.46
45 H 0.23
46 H 0.23
47 H 0.25
48 H 0.19
49 H 0.25
50 H 0.21
51 H 0.20
52 H 0.21
53 H 0.21
54 H 0.20
55 H 0.19
56 H 0.18
57 H 0.21
58 H 0.23
59 H 0.23
60 H 0.24
61 H 0.22
62 H 0.24
63 H 0.20
64 H 0.23
65 H 0.20
66 H 0.24

---

The following is a DFT calculation (ωB97M-V/def2-TZVPD) of a 5-piece molecular cluster, C5H19NO6 overall.

Structure (XYZ):
```
31
Properties=species:S:1:pos:R:3
O -1.72 0.56 2.64
O -1.46 -2.14 2.28
O -0.84 -1.26 -2.56
O -0.19 -2.04 -0.58
O 2.93 -0.53 0.83
O 1.62 -2.83 1.84
N -0.46 1.12 -0.38
C 0.83 0.94 -2.55
C 0.45 0.28 -1.19
C -1.66 1.66 -0.98
C -0.23 -1.02 -1.53
C 0.40 2.21 0.22
H -2.65 0.36 2.49
H 1.84 1.29 -2.60
H 3.60 -1.18 1.02
H -1.61 2.44 -1.75
H 1.53 -3.54 1.18
H 0.56 0.35 -3.44
H -0.01 2.45 1.18
H 1.40 1.85 0.44
H 0.16 1.79 -2.66
H -1.43 -1.56 1.51
H 1.32 0.07 -0.50
H 2.13 -0.96 1.20
H -1.49 -1.54 3.04
H -2.26 0.92 -1.53
H -2.31 2.15 -0.22
H 0.74 -2.73 2.23
H 0.48 3.11 -0.40
H -0.42 -2.86 -1.06
H -1.23 0.62 1.83
```

Values from the calculation:
HOMO-LUMO gap = 0.3583 hartree
Lowest unoccupied orbital energy = 0.442 eV
SMILES = C[C@H](C(=O)O)N(C)C.O.O.O.O
Charge = 0

natural (NBO) charges in e:
1 O -0.97
2 O -0.97
3 O -0.59
4 O -0.72
5 O -0.97
6 O -0.97
7 N -0.46
8 C -0.65
9 C -0.18
10 C -0.44
11 C 0.80
12 C -0.43
13 H 0.48
14 H 0.22
15 H 0.48
16 H 0.18
17 H 0.48
18 H 0.25
19 H 0.20
20 H 0.22
21 H 0.21
22 H 0.48
23 H 0.27
24 H 0.49
25 H 0.49
26 H 0.22
27 H 0.21
28 H 0.50
29 H 0.19
30 H 0.50
31 H 0.49

---

The following is a DFT calculation (ωB97M-V/def2-TZVPD) of C11H11FO15Zr as an isolated structure.

Structure (XYZ):
```
39
Properties=species:S:1:pos:R:3
Zr -0.98 2.64 -1.01
F 5.70 0.28 -5.35
O -3.73 2.30 4.42
O 0.34 5.19 -0.63
O -0.75 4.95 0.73
O 2.13 0.91 -3.93
O -2.86 1.25 2.61
O 4.18 0.16 -3.90
O -3.59 2.24 -2.07
O 0.72 -0.99 0.29
O 2.25 -2.74 0.63
O -2.60 0.80 -2.50
O -4.11 0.17 4.13
O -2.50 2.33 -3.47
O 2.98 -0.42 -5.54
O 0.17 -2.95 1.24
O 0.90 4.14 0.69
C 1.02 -2.18 0.58
C 5.02 -0.58 -4.70
C 3.06 0.23 -4.40
C -4.71 0.54 5.32
C -3.48 1.19 3.65
C -4.34 1.97 5.64
C 2.07 -4.00 1.21
C 0.46 5.27 0.60
C -3.40 1.57 -3.07
C 0.62 -4.29 1.28
C 4.08 -1.28 -5.69
H 3.73 -2.31 -5.55
H 5.68 -1.25 -4.15
H 0.23 -4.99 0.54
H -5.70 0.26 5.70
H 0.57 -4.66 2.30
H -4.13 -0.09 5.99
H 4.43 -1.42 -6.72
H 2.38 -4.04 2.26
H -3.44 1.83 6.24
H -5.01 2.74 6.01
H 2.60 -4.76 0.64
```

Values from the calculation:
HOMO-LUMO gap = 0.1378 hartree
Lowest unoccupied orbital energy = -2.623 eV
Charge = 0

natural (NBO) charges in e:
1 Zr 1.77
2 F -0.31
3 O -0.49
4 O -0.40
5 O -0.49
6 O -0.62
7 O -0.59
8 O -0.45
9 O -0.59
10 O -0.60
11 O -0.46
12 O -0.58
13 O -0.45
14 O -0.48
15 O -0.47
16 O -0.47
17 O -0.54
18 C 0.97
19 C 0.44
20 C 0.97
21 C -0.12
22 C 0.97
23 C -0.10
24 C -0.10
25 C 0.58
26 C 0.72
27 C -0.10
28 C -0.14
29 H 0.20
30 H 0.16
31 H 0.20
32 H 0.21
33 H 0.20
34 H 0.18
35 H 0.22
36 H 0.18
37 H 0.18
38 H 0.22
39 H 0.20

---

The following is a DFT calculation (ωB97M-V/def2-TZVPD) of a 2-piece molecular cluster, CH3N3O2 overall.

Structure (XYZ):
```
9
Properties=species:S:1:pos:R:3
O 0.15 0.28 -1.34
O -1.23 -1.49 -0.77
N -0.89 2.68 1.49
N -0.25 -0.83 -0.51
N -0.22 1.82 1.33
C 0.77 -1.02 0.34
H -0.61 0.47 -1.93
H 0.83 -1.73 1.08
H 1.46 -0.18 0.30
```

Values from the calculation:
HOMO-LUMO gap = 0.3655 hartree
Lowest unoccupied orbital energy = 0.755 eV
SMILES = C=[N+]([O-])O.N#N
Charge = 0

natural (NBO) charges in e:
1 O -0.57
2 O -0.44
3 N 0.01
4 N 0.38
5 N -0.01
6 C -0.27
7 H 0.48
8 H 0.21
9 H 0.21